[1]
Entry from OMol25: a molecular structure, C18H40HgOP2Si in a non-equilibrium geometry (the ωB97M-V functional and the def2-TZVPD basis).

```
! wB97M-V def2-TZVPD RIJCOSX def2/J DEFGRID3
* xyz 0 1
P 2.70748 2.60645 -3.99613
P -2.96410 -0.33574 0.46471
C -3.06200 1.60589 -1.51651
C -2.48310 1.30626 -0.20743
H -4.13798 1.50726 -1.66019
H -2.48788 2.23765 -2.19390
H -1.37617 1.32023 -0.28035
H -2.82914 1.97964 0.60273
C -3.03863 -1.48849 -0.89106
H -3.46517 -2.43780 -0.53181
H -2.03794 -1.68521 -1.30342
H -3.67481 -1.08986 -1.69049
C -4.43555 -0.22949 1.44948
H -5.21535 -0.84949 0.99226
H -4.77371 0.81609 1.48620
H -4.23103 -0.59105 2.46742
C 3.98900 3.15340 -5.17997
H 4.31273 4.16979 -4.91644
H 3.64202 3.10263 -6.21914
H 4.83287 2.46125 -5.03917
C 2.05194 4.25390 -3.52245
H 1.01357 4.20343 -3.17493
H 2.14836 4.98322 -4.33814
H 2.66497 4.58485 -2.67336
Hg -0.48560 -0.29790 -3.87771
C -1.81293 0.76197 -5.18600
C -1.56572 -0.55699 -5.67840
C -0.63130 -0.78118 -6.84977
C 0.75817 -0.12530 -6.66789
C 1.10706 0.37045 -5.25080
C 1.24306 1.86789 -5.16544
C -0.06377 2.65278 -5.08140
C -1.24807 2.00805 -5.83954
C 0.45904 -0.57680 -2.02077
H -2.75254 0.92287 -4.64062
H -2.34863 -1.30821 -5.54497
H -1.09416 -0.41356 -7.78646
H -0.48866 -1.86335 -6.99927
H 1.51536 -0.86618 -6.98008
H 0.84300 0.69936 -7.39054
H 2.01377 -0.12835 -4.88373
H 1.74935 2.22530 -6.08566
H 0.09984 3.66147 -5.49705
H -0.34329 2.79665 -4.02660
H -2.05744 2.76035 -5.87767
H -0.95685 1.82523 -6.88443
H 0.10763 0.16669 -1.29627
H 1.53591 -0.44667 -2.17729
H 0.26023 -1.58804 -1.64531
C -0.99683 -2.81445 3.21686
Si -0.60485 -1.10673 2.56889
C -0.77203 0.25508 3.83333
C 1.01794 -1.03847 1.64803
O -1.78536 -0.78924 1.38093
H -0.84047 -2.87549 4.30365
H -0.34624 -3.55939 2.73410
H -2.04066 -3.08747 3.00420
H -0.27481 -0.02869 4.77214
H -0.30525 1.18281 3.46774
H -1.82602 0.46823 4.05931
H 1.20148 -1.98914 1.12983
H 1.03746 -0.23980 0.89840
H 1.85802 -0.87233 2.33963
*
```

Calculated values
F_max in eV/A: 3.8
Electronic energy in a.u.: -1910.49111
Relative energy (zero: lowest compared OMol25 entry of this formula, charge and spin) in kJ/mol: 159.5
Gap between HOMO and LUMO in eV: 4.7764
HOMO in eV: -4.6

***

[2]
Entry from OMol25: a molecular structure, C15H29BeBr5CaF2MgNO11PS in a non-equilibrium geometry (the ωB97M-V functional and the def2-TZVPD basis).

```
! wB97M-V def2-TZVPD RIJCOSX def2/J DEFGRID3
* xyz 0 1
C 0.10157 3.51035 -1.42536
C 0.29481 1.88386 -1.62896
C 1.14957 1.38709 -0.31874
Br 0.35674 2.01743 1.41118
C 1.49612 -0.19035 -0.35902
O 1.66903 -0.51721 -1.77657
C 2.97792 -0.12494 -2.24905
P 4.21808 -1.55095 -2.09774
O 4.89473 -1.43701 -0.51350
O 5.42401 -1.26684 -3.28550
S 3.37413 -3.25137 -2.47548
C 0.33762 -1.15944 0.18516
N 0.76252 -2.57930 0.42705
C 1.71300 -2.68803 1.35258
C 1.74717 -1.87086 2.76293
C 2.94513 -3.72775 1.16332
O -0.69708 -1.21207 -0.85601
C -1.93699 -1.48269 -0.15344
C -3.07124 -2.11008 -1.14090
C -4.38578 -2.25325 -0.25262
O -4.98862 -1.21703 0.06273
F -4.80266 -3.59363 0.18009
H 0.94653 3.93468 -0.73312
H 0.27779 4.03213 -2.44350
H -0.95101 3.78697 -1.07066
H -0.70290 1.33528 -1.73107
H 0.93387 1.79661 -2.59682
H 2.16842 1.94256 -0.41991
H 2.52142 -0.33779 0.13306
H 3.39558 0.83555 -1.78638
H 2.85978 0.09760 -3.38338
H 5.10325 -0.45901 -0.41625
H 6.30172 -1.38986 -2.85395
H -0.19565 -0.80053 1.13531
H 2.43232 -0.93629 2.68885
H 2.10188 -2.61322 3.58073
H 0.66716 -1.55569 2.96871
H 2.78969 -4.53738 1.98207
H 2.91840 -4.26283 0.15925
H 3.95060 -3.23557 1.41338
H -1.81538 -2.24917 0.69557
H -2.36541 -0.49592 0.28046
H -2.73114 -3.09440 -1.62111
H -3.25491 -1.34601 -1.97850
C -3.24687 2.60215 0.87329
O -2.98926 2.66989 -0.52032
H -2.68032 3.38863 1.37618
H -4.31327 2.75064 1.05736
H -2.93343 1.62736 1.25802
H -3.50331 1.96429 -0.94138
F 4.77175 -4.93188 2.02834
Be 6.28782 0.57216 0.74279
C -4.52653 6.81707 0.06876
Br -5.25670 5.73530 -1.36406
Br -5.09111 6.18219 1.81254
Br -2.59400 6.96409 -0.05232
H -4.92982 7.82165 -0.05121
O 1.26191 1.67172 -4.47450
H 1.02832 1.12438 -5.21828
Mg 2.67290 0.57555 2.67043
C 0.21785 -3.68897 5.03882
O -0.35017 -4.67296 4.57603
O -0.33059 -2.59291 5.28963
O 1.43031 -3.62743 5.32796
Ca 1.45301 4.18090 0.91326
Br -5.06052 -5.52466 -0.64056
O -6.00147 1.02160 -1.71306
H -6.24826 0.35556 -1.07262
*
```

Calculated values
F_max in eV/A: 5.8
Electronic energy in a.u.: -16172.05981
Gap between HOMO and LUMO in eV: 1.5757
HOMO in eV: -7.1

***

[3]
Entry from OMol25: CH3NO in the gas phase in a non-equilibrium geometry (the ωB97M-V functional and the def2-TZVPD basis).

```
! wB97M-V def2-TZVPD RIJCOSX def2/J DEFGRID3
* xyz 0 1
C 0.78818 -0.08046 0.01192
H -1.38716 0.77568 0.26411
H 0.68668 1.08718 -0.15298
H 1.69778 -0.71447 -0.09414
N -0.25273 -0.83238 0.02659
O -1.53275 -0.23555 -0.05550
*
```

Calculated values
F_max in eV/A: 4.0
Electronic energy in a.u.: -169.79869
Relative energy (zero: lowest compared OMol25 entry of this formula, charge and spin) in kJ/mol: 285.9
SMILES string: C=NO
Gap between HOMO and LUMO in eV: 11.2974
HOMO in eV: -10.4

***

[4]
Entry from OMol25: C5H6N2 in the gas phase in a non-equilibrium geometry (the ωB97M-V functional and the def2-TZVPD basis).

```
! wB97M-V def2-TZVPD RIJCOSX def2/J DEFGRID3
* xyz 0 1
C 0.87718 -1.32044 -0.13414
C 1.66852 -0.27445 0.03019
C -1.36779 0.89333 -0.24403
C -2.48784 0.05962 0.21263
C 2.47392 0.71593 0.11801
N -0.51336 -1.39026 -0.03193
N -1.16482 -0.33836 -0.09618
H 1.30001 -2.26525 -0.40539
H -2.61716 0.04636 1.35894
H -3.13342 -0.30094 -0.58765
H 3.03828 0.91171 1.07411
H 2.68070 1.45747 -0.65500
H -0.75421 1.80527 -0.63953
*
```

Calculated values
F_max in eV/A: 4.6
Electronic energy in a.u.: -303.39283
Relative energy (zero: lowest compared OMol25 entry of this formula, charge and spin) in kJ/mol: 638.6
Gap between HOMO and LUMO in eV: 8.5559
HOMO in eV: -7.6

***

What is the HOMO in the first record? -4.6 eV

***

Which of these has the highest HOMO? C18H40HgOP2Si

***

Which formula does entry 4 have? C5H6N2

***

What is the formula in the third record? CH3NO